ORCA calculation (ωB97M-V/def2-TZVPD) on a 3-piece molecular cluster, C47H55BFN5O11P overall at a distorted geometry.

```
121
Properties=species:S:1:pos:R:3:forces:R:3:lowdin_charge:R:1
C -2.686 -4.194 -5.991 -0.816 -0.507 -1.531 -0.13
C -1.770 -4.498 -4.758 1.017 -0.153 -0.940 -0.21
C -2.105 -4.140 -3.239 1.215 -5.084 -0.169 -0.25
C -0.890 -4.930 -2.478 0.541 -0.372 1.164 -0.03
N -2.450 -2.750 -2.836 -1.674 3.340 -0.275 -0.11
C -3.945 -2.739 -2.640 -4.470 -0.359 0.031 -0.12
C -4.916 -3.289 -3.821 -1.343 -0.087 1.203 -0.23
N -5.109 -2.326 -4.954 -0.076 -1.148 0.211 -0.02
C -2.211 -1.617 -3.845 0.880 4.420 -2.944 -0.05
C -0.980 -0.589 -3.441 0.679 -0.922 -0.119 -0.11
C -0.007 -0.238 -4.691 1.520 -2.550 -2.288 -0.31
O 0.369 -1.056 -5.566 -1.720 2.365 3.568 0.09
N 0.529 1.144 -4.746 -1.497 -0.129 -0.983 0.12
C -0.316 2.057 -5.529 -2.314 4.217 1.761 -0.34
O -0.950 2.995 -4.975 2.812 -4.732 -2.916 0.11
F -0.401 1.932 -6.941 0.632 -0.356 3.241 0.06
C -0.361 -1.637 -2.319 -0.828 1.423 -2.151 -0.17
P 1.220 -1.205 -1.428 4.965 -1.688 1.982 0.73
N 2.061 -2.461 -0.840 -2.673 1.485 -1.571 -0.15
O 1.211 -0.102 -0.156 -0.075 0.289 -3.055 -0.20
O 2.301 -0.539 -2.618 -2.129 0.079 1.691 -0.21
C -1.795 -2.049 -1.622 1.952 0.451 1.937 -0.16
C -2.600 -0.730 -1.047 -1.544 0.440 -0.272 -0.13
C -1.769 0.345 -0.257 -0.464 1.986 -0.201 -0.17
C -2.800 1.557 0.137 0.141 -0.235 -0.057 -0.12
C -3.856 1.127 1.269 -0.957 -0.278 -1.502 -0.20
O -3.947 2.093 2.365 -1.022 -2.296 0.999 -0.12
C -4.791 1.420 3.340 -3.632 0.081 -0.725 -0.22
O -6.042 1.339 3.216 5.705 0.486 0.453 0.05
B -1.776 -2.799 -0.159 0.340 -2.785 1.748 -0.46
O -2.964 -3.383 0.484 1.249 0.231 -2.383 0.06
N -0.516 -3.063 0.651 -1.472 -0.205 0.544 -0.13
C -0.506 -4.514 1.115 -0.075 -1.155 0.067 -0.09
C -0.514 -2.285 1.938 0.926 1.310 0.852 -0.10
H -2.138 -4.576 -6.943 -0.772 0.633 1.730 0.11
H -2.987 -3.123 -6.231 0.553 -1.316 0.682 0.06
H -3.671 -4.812 -5.987 1.660 0.994 0.200 0.09
H -1.653 -5.656 -4.795 -0.229 2.060 0.454 0.14
H -0.697 -4.105 -4.976 -1.764 -0.465 0.345 0.14
H -2.972 -4.854 -2.930 1.088 1.909 -0.588 0.16
H -0.300 -5.650 -3.162 -1.214 1.425 0.781 0.11
H -1.283 -5.624 -1.633 0.463 1.380 -1.419 0.10
H -0.098 -4.276 -2.005 -1.026 -0.587 -0.493 0.06
H -4.299 -3.325 -1.703 1.298 0.904 -1.479 0.15
H -4.443 -1.705 -2.540 1.733 -1.299 0.207 0.14
H -5.960 -3.336 -3.301 1.934 -0.236 -0.295 0.14
H -4.715 -4.368 -4.131 -0.009 1.745 0.132 0.11
H -5.473 -2.912 -5.734 0.234 1.048 0.621 0.09
H -5.835 -1.634 -4.681 0.633 -0.856 -0.469 0.09
H -1.937 -1.826 -4.914 -0.550 -1.059 1.319 0.12
H -3.067 -0.845 -3.959 0.804 -2.227 0.534 0.15
H -1.256 0.458 -3.087 -0.086 -1.717 0.022 0.14
H 1.522 1.168 -5.024 -0.760 -0.346 -0.258 0.15
H 0.027 -2.442 -3.076 -0.624 0.989 1.794 0.14
H 1.474 -3.292 -0.983 0.468 0.134 0.382 -0.03
H 1.458 0.809 -0.479 -0.401 -1.044 0.501 0.10
H 3.216 -0.687 -2.271 -0.997 -0.196 -0.180 0.08
H -3.479 -1.053 -0.354 1.594 0.102 -1.205 0.14
H -3.157 -0.136 -1.873 1.146 -1.053 1.116 0.13
H -1.021 0.850 -0.986 -0.992 -1.050 1.493 0.11
H -1.282 0.048 0.729 -0.448 -0.029 -1.650 0.11
H -3.367 1.863 -0.822 0.831 -0.382 1.551 0.12
H -2.191 2.467 0.478 -0.883 -1.376 -0.336 0.13
H -3.658 0.063 1.669 0.032 1.545 -0.439 0.13
H -4.913 1.094 0.790 1.703 -0.095 0.745 0.14
H -4.221 0.922 4.209 -0.643 0.941 -1.270 0.17
H -3.259 -4.185 -0.006 -0.018 0.925 0.627 0.10
H -1.144 -5.202 0.460 0.888 0.985 0.748 0.06
H 0.571 -4.946 1.075 -1.713 0.956 0.201 0.12
H -0.942 -4.626 2.186 0.790 0.180 -1.819 0.11
H -1.589 -2.155 2.318 1.477 -0.066 -0.221 0.10
H 0.025 -1.264 1.815 -1.104 -1.643 0.093 0.09
H 0.106 -2.823 2.757 -1.105 0.782 -1.566 0.12
C 2.592 8.487 2.935 -0.210 -0.011 -0.009 -0.05
C 2.738 7.106 2.825 -0.222 -0.044 -0.030 -0.06
C 1.616 6.296 2.683 0.254 0.091 0.012 0.00
C 0.342 6.866 2.663 0.343 0.104 0.056 -0.09
C 0.195 8.246 2.798 0.406 -0.054 0.006 -0.08
C 1.324 9.058 2.923 0.227 -0.044 0.016 0.01
C -1.153 8.858 2.828 -0.093 1.044 0.102 -0.28
O -1.283 10.065 2.942 0.037 -0.380 -0.040 0.11
C -2.341 7.981 2.726 -0.417 -0.136 0.009 -0.08
C -3.619 8.537 2.811 -0.243 -0.086 -0.013 0.01
C -4.742 7.721 2.703 0.239 0.043 -0.005 -0.05
C -4.592 6.351 2.501 0.211 0.008 -0.002 -0.05
C -3.320 5.793 2.422 -0.241 0.012 -0.005 0.00
C -2.192 6.606 2.544 -0.360 0.019 -0.009 -0.08
C -0.845 5.998 2.494 0.103 -0.913 -0.112 -0.28
O -0.713 4.795 2.321 -0.038 0.266 -0.024 0.08
H 3.468 9.120 3.037 -0.112 -0.064 -0.009 0.11
H 3.728 6.661 2.848 -0.116 0.045 -0.007 0.11
H 1.737 5.221 2.593 -0.184 0.148 -0.002 0.12
H 1.216 10.134 3.014 -0.158 -0.180 -0.006 0.12
H -3.743 9.604 2.965 0.197 -0.143 -0.039 0.12
H -5.734 8.154 2.774 0.126 -0.035 -0.008 0.11
H -5.468 5.716 2.410 0.107 0.056 0.015 0.11
H -3.210 4.724 2.270 0.125 0.156 0.063 0.10
C 8.318 -0.811 6.028 -0.053 -0.099 -0.178 -0.05
C 7.103 -0.135 6.108 -0.090 -0.103 -0.182 -0.06
C 6.114 -0.363 5.156 0.132 0.094 0.214 0.00
C 6.344 -1.262 4.113 0.198 0.148 0.285 -0.09
C 7.570 -1.920 4.020 0.041 0.217 0.336 -0.08
C 8.553 -1.702 4.986 0.015 0.143 0.185 0.01
C 7.845 -2.838 2.891 0.909 -0.486 -0.054 -0.28
O 8.915 -3.417 2.810 -0.318 0.171 0.020 0.11
C 6.804 -3.035 1.857 -0.178 -0.120 -0.354 -0.09
C 7.070 -3.852 0.757 -0.093 -0.092 -0.218 0.00
C 6.093 -4.054 -0.213 0.100 0.132 0.297 -0.06
C 4.844 -3.449 -0.084 0.176 -0.016 0.159 -0.08
C 4.577 -2.629 1.009 0.019 -0.078 -0.142 -0.01
C 5.561 -2.413 1.976 -0.027 -0.243 -0.367 -0.08
C 5.280 -1.511 3.116 -0.864 0.431 0.097 -0.28
O 4.188 -0.977 3.228 0.276 -0.130 -0.037 0.09
H 9.085 -0.639 6.777 -0.082 -0.029 -0.095 0.11
H 6.925 0.569 6.915 0.009 -0.087 -0.091 0.11
H 5.167 0.163 5.227 0.083 -0.175 -0.140 0.12
H 9.505 -2.222 4.926 -0.190 0.010 -0.144 0.12
H 8.039 -4.330 0.651 -0.096 0.138 0.187 0.12
H 6.304 -4.686 -1.071 0.000 0.058 0.107 0.11
H 4.080 -3.612 -0.836 0.084 0.109 0.166 0.07
H 3.605 -2.156 1.102 0.183 -0.049 0.031 0.09
```
Positions in Å, forces in eV/Å.

## Properties
Calculated total energy in eV: -92275.290
Spin multiplicity: 1
Total charge: +1
Molecular weight in g/mol: 926.8
HOMO energy in eV: -10.9

ORCA calculation (ωB97M-V/def2-TZVPD) on C47H55CrN7O2SSe as an isolated structure at a distorted geometry.

```
114
Properties=species:S:1:pos:R:3:forces:R:3:mulliken_spin:R:1
Cr -0.602 1.019 -0.081 -0.412 0.566 -0.747 3.25
C -1.159 6.230 -0.575 -0.039 -0.048 0.036 0.00
C -0.423 5.470 0.541 -0.049 -0.124 -0.021 0.00
C 0.731 4.666 -0.046 -0.016 -0.021 -0.002 0.01
C -1.380 4.724 1.485 0.041 0.161 0.018 -0.02
C -2.412 5.513 2.009 0.001 0.006 -0.016 0.00
C -3.230 5.088 3.033 0.043 -0.097 -0.017 0.00
C -2.962 3.868 3.636 0.000 0.063 -0.021 0.00
C -1.947 3.052 3.163 0.017 -0.089 -0.010 0.00
C -1.570 1.817 3.979 -0.069 -0.016 0.039 0.00
C -2.747 1.126 4.676 0.032 0.033 -0.036 0.00
C -0.541 2.212 5.050 0.037 -0.044 -0.051 0.00
C -1.218 3.429 2.002 -0.007 0.039 -0.010 0.04
N -0.363 2.433 1.434 -0.010 -0.194 0.149 -0.12
C 0.830 2.274 2.006 -0.003 -0.151 0.056 0.00
O 1.441 3.078 2.716 -0.020 0.084 0.043 0.02
C 1.417 0.886 1.832 -0.173 0.142 -0.002 0.01
C 2.653 0.654 2.383 0.158 -0.033 0.020 -0.01
C 3.142 -0.640 2.365 0.006 0.035 0.022 0.01
C 2.333 -1.635 1.871 -0.018 -0.022 -0.083 0.00
C 1.075 -1.344 1.332 0.055 0.008 -0.064 0.04
N 0.647 -0.066 1.262 0.251 -0.403 0.272 -0.06
C 0.245 -2.610 1.012 0.147 -0.102 0.284 0.00
O 0.861 -3.691 1.212 -0.049 0.083 -0.039 0.00
N -1.005 -2.433 0.711 -0.057 0.157 0.084 0.00
C -1.858 -3.543 0.754 -0.112 -0.059 -0.008 0.02
C -2.066 -4.450 -0.304 0.019 -0.103 -0.043 -0.01
C -3.034 -5.449 -0.153 0.013 -0.037 0.014 0.00
C -3.807 -5.583 0.980 0.034 0.084 0.017 0.00
C -3.591 -4.700 2.030 0.014 -0.018 -0.023 0.00
C -2.631 -3.705 1.941 0.048 0.047 -0.007 0.00
C -2.365 -2.803 3.136 -0.009 -0.044 0.007 0.00
C -3.572 -2.640 4.059 0.036 0.023 0.018 0.00
C -1.173 -3.326 3.949 0.001 0.049 -0.042 0.00
C -1.327 -4.526 -1.646 -0.048 0.128 0.024 0.00
C -2.292 -4.211 -2.799 0.011 -0.002 0.033 -0.01
C -0.044 -3.721 -1.814 0.001 0.005 0.030 0.01
H -0.429 6.672 -1.258 -0.005 -0.018 0.005 0.00
H -1.775 7.045 -0.190 -0.016 -0.021 -0.014 0.00
H -1.797 5.547 -1.138 0.044 -0.023 -0.039 0.00
H 0.021 6.226 1.202 0.057 0.030 -0.015 0.00
H 0.365 3.838 -0.649 -0.005 0.092 -0.060 -0.01
H 1.379 4.273 0.737 -0.006 0.086 -0.076 0.00
H 1.326 5.316 -0.694 0.012 0.024 0.025 0.00
H -2.560 6.506 1.605 -0.010 0.004 -0.013 0.00
H -4.048 5.708 3.380 0.026 0.024 0.027 0.00
H -3.549 3.554 4.490 0.004 -0.011 0.014 0.00
H -1.111 1.085 3.311 0.051 0.022 0.011 0.02
H -3.137 1.733 5.497 0.000 0.016 0.012 0.00
H -2.405 0.182 5.106 -0.001 0.027 -0.015 0.00
H -3.569 0.904 3.995 -0.014 0.000 0.055 0.00
H -0.986 2.950 5.724 0.013 -0.010 0.018 0.00
H 0.353 2.640 4.601 -0.036 0.032 0.045 0.00
H -0.253 1.336 5.640 -0.020 0.008 -0.008 0.00
H 3.183 1.496 2.802 -0.013 -0.007 0.027 0.00
H 4.123 -0.873 2.765 -0.003 0.007 -0.008 0.00
H 2.610 -2.677 1.884 -0.008 -0.021 -0.018 0.00
H -3.165 -6.160 -0.964 -0.002 0.015 -0.016 0.00
H -4.558 -6.361 1.052 0.009 -0.020 0.010 0.00
H -4.181 -4.797 2.933 0.000 0.004 0.001 0.00
H -2.098 -1.822 2.737 0.009 0.032 -0.054 0.00
H -3.790 -3.568 4.598 -0.010 0.012 -0.009 0.00
H -4.463 -2.346 3.505 -0.030 0.038 -0.019 0.00
H -3.365 -1.874 4.811 -0.012 -0.013 -0.030 0.00
H -1.448 -4.269 4.436 0.024 0.006 -0.002 0.00
H -0.890 -2.609 4.727 -0.026 -0.020 -0.008 0.00
H -0.307 -3.517 3.316 0.004 -0.007 -0.013 0.00
H -1.051 -5.583 -1.744 0.006 -0.038 -0.004 0.00
H -2.650 -3.185 -2.714 -0.017 -0.138 -0.028 0.00
H -3.163 -4.868 -2.797 -0.008 -0.008 0.004 0.00
H -1.783 -4.315 -3.762 0.001 0.018 0.006 0.00
H -0.237 -2.650 -1.840 0.049 -0.132 -0.012 0.01
H 0.422 -3.998 -2.765 -0.008 0.015 -0.006 0.00
H 0.658 -3.923 -1.007 -0.012 -0.053 -0.064 0.00
N 2.180 0.093 -3.490 0.092 0.017 0.074 0.02
C 1.177 0.281 -2.536 0.077 0.083 -0.018 0.10
S 1.495 1.466 -1.287 -0.042 -0.274 0.136 -0.03
N 0.115 -0.433 -2.650 -0.191 0.156 0.020 -0.07
N -0.786 -0.230 -1.636 0.228 -0.190 -0.071 0.20
C -1.979 -0.786 -1.756 -0.089 0.068 -0.039 0.18
C -2.886 -0.584 -0.714 0.030 0.040 0.064 0.09
C -4.191 -1.127 -0.667 -0.019 -0.033 0.016 0.10
C -4.991 -0.886 0.411 -0.027 0.033 0.046 0.10
C -4.507 -0.086 1.475 -0.080 -0.094 -0.032 0.15
C -3.239 0.430 1.367 0.011 0.060 -0.212 -0.02
N -2.439 0.217 0.323 -0.088 -0.173 0.071 0.06
H 2.741 0.917 -3.636 -0.021 0.019 -0.033 0.00
H 1.825 -0.314 -4.342 -0.038 0.013 -0.013 0.00
H -2.216 -1.353 -2.646 -0.012 0.077 0.023 -0.03
H -4.537 -1.728 -1.499 0.025 -0.043 0.030 0.00
H -5.991 -1.300 0.450 0.013 -0.019 0.002 0.01
H -5.109 0.134 2.346 -0.012 -0.008 -0.008 0.01
H -2.839 1.078 2.128 -0.002 0.020 -0.068 0.00
C -2.452 2.615 -7.802 0.025 0.006 0.052 0.00
C -2.371 2.601 -6.296 0.048 0.031 -0.002 -0.01
C -3.411 2.121 -5.518 -0.037 0.035 0.040 0.00
C -3.355 2.122 -4.125 0.013 -0.006 0.009 0.00
C -4.527 1.557 -3.365 0.037 0.017 -0.048 0.01
C -2.219 2.631 -3.467 -0.070 -0.404 -0.056 0.01
Se -2.236 2.681 -1.546 0.334 0.310 0.394 -0.07
C -1.157 3.120 -4.247 0.024 0.065 0.001 0.00
C 0.075 3.699 -3.613 -0.088 -0.023 -0.026 0.00
C -1.251 3.094 -5.636 0.002 -0.023 -0.005 0.00
H -3.270 1.987 -8.158 0.004 0.000 0.008 0.00
H -1.525 2.250 -8.250 -0.011 -0.003 -0.007 0.00
H -2.620 3.628 -8.181 -0.005 -0.007 -0.007 0.00
H -4.301 1.728 -6.004 0.017 -0.011 0.006 0.00
H -5.363 1.362 -4.042 0.028 -0.012 0.006 0.00
H -4.848 2.234 -2.574 -0.029 0.015 -0.001 0.00
H -4.249 0.626 -2.866 0.009 0.021 0.028 0.00
H -0.171 4.619 -3.080 -0.008 0.039 0.051 0.00
H 0.831 3.920 -4.371 -0.004 0.022 -0.012 0.00
H 0.501 3.018 -2.875 -0.058 0.097 -0.083 0.00
H -0.415 3.472 -6.220 -0.005 -0.002 0.011 0.00
```
Positions in Å, forces in eV/Å.

## Properties
Calculated total energy in eV: -168765.956
<S²>: 6.068
Spin multiplicity: 5
Total charge: -2
Molecular weight in g/mol: 913.0
HOMO energy (alpha / beta) in eV: -0.3 / -2.1
Energy relative to the best compared isomer or geometry (same formula, charge and spin) in kcal/mol: 24.8